Formula: C7H8N
Source: OMol25
Level of theory: wB97M-V/def2-TZVPD

```
16
Properties=species:S:1:pos:R:3:forces:R:3:lowdin_charge:R:1
C 0.313 -3.182 0.992 -1.6 4.1 -1.6 0.1833
C -0.099 -2.085 0.628 -0.6 -1.1 0.3 -0.0443
C -0.715 -0.833 0.035 1.0 -1.0 -1.5 -0.1209
C 0.368 0.139 -0.427 -2.1 -0.9 1.0 -0.0860
C 1.359 0.512 -1.164 -0.2 1.3 -1.0 0.0247
C 2.187 0.942 -2.101 0.6 -2.0 1.1 0.1083
N -0.472 0.443 0.809 0.6 0.1 -0.1 -0.0209
C -1.471 1.512 0.974 -3.3 0.6 -1.3 -0.0034
H 0.646 -4.146 1.158 0.6 -1.3 0.5 0.0319
H -1.745 -0.926 -0.519 2.2 0.3 1.2 0.2036
H 3.230 0.569 -2.091 -0.6 0.5 0.3 0.0993
H 1.923 1.407 -3.033 -0.6 0.5 0.1 0.0851
H -0.079 0.181 1.708 0.5 0.2 0.1 0.1808
H -2.266 1.215 1.723 1.1 -0.1 -0.8 0.1241
H -1.111 2.476 1.299 1.0 -0.1 0.2 0.0918
H -2.068 1.777 0.008 1.4 -1.0 1.4 0.1424
```
Forces are in eV/Å.

Values from the calculation:
* Kohn-Sham gap: 10.37 eV
* net charge: +1
* energy relative to the best compared isomer or geometry (same formula, charge and spin): 61.3 kcal/mol
* SMILES string: C#C[C@@H]1C(=C=C)[N@H+]1C
* maximum force: 4.70 eV/A